[1]
C46H101BN11O18S | ωB97M-V with the def2-TZVPD basis set

Geometry as XYZ:
```
178
C46H101BN11O18S (ωB97M-V with the def2-TZVPD basis set)
C 2.612 3.889 0.851
O 2.839 2.619 0.250
B 2.343 1.463 0.775
O 2.364 1.203 2.116
C 1.930 0.291 -0.263
C 2.636 -0.965 0.266
C 4.152 -0.922 0.552
O 4.381 -0.879 1.946
C 0.405 -0.095 -0.267
C -0.358 0.090 1.045
C -0.924 1.503 1.217
C -2.108 1.550 2.193
C -3.055 2.685 1.806
C -3.858 2.399 0.528
N -4.289 0.998 0.381
O -0.391 0.549 -1.238
C 0.131 0.423 -2.532
C -0.986 0.656 -3.581
O -2.210 0.390 -2.966
C -3.084 -0.519 -3.595
O -3.670 0.047 -4.721
C -4.881 0.744 -4.469
C -4.683 2.026 -3.672
O -3.639 2.790 -4.276
C 1.344 1.354 -2.588
C 0.998 2.710 -1.937
C -0.105 3.499 -2.620
O -1.243 3.433 -2.310
O 0.319 4.297 -3.657
C 1.849 1.530 -4.023
C 3.254 2.083 -4.255
O 3.728 2.038 -5.337
N 3.951 2.635 -3.122
C 5.325 2.103 -2.963
C 3.967 4.105 -3.176
N 2.423 0.676 -1.705
S 3.341 -0.598 -2.550
H 3.534 4.470 0.823
H 2.293 3.793 1.890
H 1.842 4.423 0.287
H 1.580 1.411 2.637
H 2.161 -1.130 1.241
H 2.365 -1.839 -0.331
H 4.697 -0.093 0.082
H 4.591 -1.827 0.115
H 4.459 -1.794 2.248
H 0.380 -1.171 -0.510
H 0.184 -0.255 1.931
H -1.204 -0.600 0.960
H -1.303 1.856 0.258
H -0.151 2.190 1.596
H -2.641 0.597 2.153
H -1.778 1.698 3.225
H -3.687 2.966 2.652
H -2.440 3.569 1.585
H -3.223 2.687 -0.324
H -4.731 3.053 0.469
H -3.568 0.501 -0.140
H -5.078 1.009 -0.263
H 0.466 -0.624 -2.635
H -0.997 1.669 -3.990
H -0.819 -0.024 -4.427
H -2.552 -1.420 -3.929
H -3.807 -0.795 -2.823
H -5.306 0.978 -5.448
H -5.607 0.109 -3.943
H -4.417 1.777 -2.639
H -5.620 2.594 -3.659
H -3.200 3.302 -3.586
H 0.639 2.569 -0.921
H 1.899 3.316 -1.884
H 0.603 5.166 -3.344
H 1.154 2.208 -4.530
H 1.798 0.606 -4.602
H 5.364 1.327 -2.194
H 5.702 1.684 -3.898
H 5.992 2.913 -2.669
H 2.954 4.514 -3.176
H 4.510 4.474 -4.053
H 4.486 4.478 -2.292
H 3.133 1.432 -1.623
H 2.299 -1.092 -3.227
C -5.046 -4.552 -0.943
C -5.539 -3.503 -1.914
O -5.046 -2.384 -1.950
N -6.549 -3.844 -2.749
C -7.247 -5.112 -2.845
H -4.244 -4.114 -0.356
H -5.841 -4.876 -0.272
H -4.665 -5.427 -1.471
H -6.830 -3.100 -3.369
H -7.136 -5.540 -3.841
H -8.311 -4.984 -2.645
H -6.845 -5.815 -2.123
C 0.974 -3.393 5.481
C 1.609 -2.397 4.552
O 1.045 -1.960 3.549
N 2.868 -1.979 4.843
C 3.723 -2.364 5.946
H -0.014 -3.632 5.098
H 1.560 -4.313 5.527
H 0.883 -2.993 6.490
H 3.202 -1.310 4.163
H 3.987 -1.491 6.548
H 4.646 -2.819 5.580
H 3.203 -3.073 6.584
C 7.947 6.835 -4.510
C 6.859 6.875 -3.463
O 6.725 5.979 -2.641
N 6.032 7.951 -3.462
C 6.048 9.096 -4.352
H 8.513 5.919 -4.369
H 7.526 6.842 -5.515
H 8.620 7.687 -4.410
H 5.336 7.927 -2.733
H 6.208 10.019 -3.793
H 5.104 9.182 -4.891
H 6.847 8.994 -5.078
C -9.625 3.471 -4.900
C -8.195 3.881 -4.625
O -7.803 4.137 -3.500
N -7.347 3.949 -5.689
C -7.632 3.679 -7.082
H -10.156 3.467 -3.953
H -10.112 4.173 -5.578
H -9.671 2.475 -5.341
H -6.409 4.226 -5.441
H -7.008 2.867 -7.459
H -7.446 4.562 -7.696
H -8.673 3.395 -7.203
C 7.632 -1.487 2.900
C 7.687 -2.936 2.479
O 6.797 -3.716 2.789
N 8.743 -3.341 1.731
C 9.873 -2.555 1.277
H 6.725 -1.362 3.481
H 8.491 -1.195 3.504
H 7.583 -0.838 2.025
H 8.713 -4.318 1.483
H 9.930 -2.550 0.188
H 10.809 -2.959 1.665
H 9.776 -1.530 1.620
C -0.530 -8.162 3.902
C 0.599 -7.354 4.502
O 0.648 -7.101 5.692
N 1.570 -6.912 3.655
C 1.671 -7.108 2.225
H -1.208 -8.430 4.706
H -1.073 -7.582 3.155
H -0.156 -9.072 3.432
H 2.296 -6.383 4.113
H 2.588 -7.640 1.967
H 1.673 -6.151 1.700
H 0.828 -7.691 1.868
C 1.446 -4.526 10.434
C 2.104 -3.505 9.537
O 1.541 -3.067 8.544
N 3.352 -3.087 9.869
C 4.165 -3.500 10.996
H 0.466 -4.747 10.024
H 2.030 -5.447 10.473
H 1.332 -4.142 11.448
H 3.733 -2.401 9.237
H 4.402 -2.649 11.636
H 5.101 -3.945 10.658
H 3.632 -4.235 11.589
C -9.435 0.454 -0.649
C -7.962 0.149 -0.501
O -7.110 0.961 -0.817
N -7.615 -1.065 0.001
C -8.494 -2.131 0.430
H -9.525 1.455 -1.060
H -9.918 -0.254 -1.324
H -9.943 0.416 0.315
H -6.617 -1.203 0.076
H -8.337 -2.366 1.484
H -8.323 -3.039 -0.151
H -9.530 -1.838 0.298
```

Output
HOMO level = -10.05 eV
Total charge = +1
LUMO energy = -2.315 eV

These are the Mulliken partial charges, in e, on atoms 1 to 4:
1 C -0.90
2 O -0.75
3 B 0.40
4 O -0.64



[2]
C45H80BCl36N7O3S | ωB97M-V with the def2-TZVPD basis set

Geometry as XYZ:
```
173
C45H80BCl36N7O3S (ωB97M-V with the def2-TZVPD basis set)
C -5.544 1.211 1.152
C -6.116 0.670 -0.200
C -5.390 1.319 -1.400
C -3.914 0.906 -1.313
C -3.589 -0.446 -1.274
C -2.255 -0.791 -1.161
C -1.223 0.129 -1.100
C -1.589 1.450 -1.143
C -2.904 1.854 -1.237
C -3.372 3.307 -1.250
C -2.368 4.395 -1.677
N -1.436 4.773 -0.591
N -1.641 4.053 -2.898
N -3.183 5.567 -2.032
N 0.138 -0.336 -1.009
C 0.385 -1.227 0.056
C 1.425 -1.079 0.986
C 2.469 0.080 0.937
C 3.948 -0.463 0.966
C 5.020 0.528 0.416
C 6.427 0.061 0.802
C 7.068 -0.800 -0.327
N 6.064 -1.612 -1.042
C 1.518 -2.032 2.020
C 2.554 -1.982 3.138
C 2.445 -0.759 4.054
C 1.182 -0.744 4.920
N 1.113 0.351 5.829
O 0.310 -1.574 4.839
C 0.662 -3.097 2.099
O 0.732 -4.044 3.115
C 1.604 -5.139 2.718
C 2.583 -5.435 3.857
C -0.332 -3.265 1.175
B -1.299 -4.497 1.340
N -1.298 -5.628 0.465
O -2.182 -4.497 2.428
C -0.448 -2.331 0.176
S -1.744 -2.488 -1.056
H -5.140 0.426 1.789
H -4.759 1.952 0.990
H -6.323 1.699 1.725
H -7.155 0.969 -0.301
H -6.068 -0.409 -0.275
H -5.812 0.915 -2.322
H -5.529 2.385 -1.286
H -4.343 -1.255 -1.324
H -0.820 2.205 -1.068
H -4.230 3.421 -1.898
H -3.661 3.539 -0.217
H -1.787 5.605 -0.133
H -1.423 4.057 0.129
H -1.601 4.868 -3.504
H -0.714 3.788 -2.595
H -2.558 6.325 -2.297
H -3.695 5.900 -1.221
H 0.721 0.487 -0.952
H 2.298 0.794 1.741
H 2.390 0.668 0.018
H 4.008 -1.411 0.456
H 4.227 -0.519 2.014
H 4.755 1.507 0.829
H 4.955 0.620 -0.681
H 6.473 -0.513 1.731
H 7.083 0.942 0.892
H 7.751 -1.519 0.124
H 7.611 -0.141 -1.009
H 5.639 -1.050 -1.768
H 6.499 -2.422 -1.462
H 2.426 -2.842 3.787
H 3.556 -2.082 2.741
H 3.286 -0.715 4.755
H 2.443 0.189 3.513
H 1.898 0.965 5.626
H 1.272 0.032 6.787
H 0.990 -6.003 2.450
H 2.174 -4.801 1.851
H 3.409 -4.731 3.773
H 2.114 -5.352 4.834
H 3.003 -6.429 3.685
H -0.432 -5.644 -0.060
H -1.368 -6.481 1.013
H -1.840 -5.130 3.072
C 1.289 3.885 2.678
Cl 1.945 4.042 1.045
Cl -0.461 3.636 2.619
H 1.751 3.029 3.157
H 1.502 4.787 3.241
C 1.472 5.282 -5.125
Cl 1.900 6.210 -3.677
Cl -0.275 5.216 -5.354
H 1.931 5.762 -5.985
H 1.847 4.269 -5.020
C -8.972 -0.989 2.566
Cl -7.821 -0.174 1.496
Cl -8.288 -1.261 4.178
H -9.857 -0.371 2.665
H -9.234 -1.949 2.135
C 3.228 -4.963 -1.192
Cl 2.958 -3.283 -0.717
Cl 1.726 -5.884 -1.313
H 3.711 -4.975 -2.163
H 3.867 -5.435 -0.455
C -1.801 5.416 -9.219
Cl -0.152 4.931 -8.815
Cl -2.558 4.283 -10.346
H -2.388 5.446 -8.308
H -1.774 6.397 -9.678
C 5.179 7.220 -5.918
Cl 6.439 5.983 -5.920
Cl 3.785 6.732 -6.892
H 4.848 7.380 -4.898
H 5.586 8.136 -6.329
C 4.036 3.246 -2.026
Cl 4.816 1.727 -2.424
Cl 2.294 3.089 -2.116
H 4.323 3.503 -1.011
H 4.351 4.023 -2.707
C 11.313 -0.469 0.299
Cl 10.159 0.828 -0.025
Cl 10.759 -2.024 -0.340
H 12.257 -0.218 -0.169
H 11.441 -0.560 1.372
C -3.132 0.779 4.220
Cl -3.817 1.759 5.529
Cl -3.446 1.487 2.632
H -2.062 0.704 4.365
H -3.580 -0.208 4.252
C -8.029 -1.072 -3.321
Cl -6.649 -1.906 -2.571
Cl -9.461 -0.965 -2.279
H -7.711 -0.063 -3.558
H -8.308 -1.598 -4.227
C 12.487 3.894 0.833
Cl 13.381 2.372 0.970
Cl 11.201 3.801 -0.374
H 12.046 4.124 1.796
H 13.180 4.675 0.544
C -0.423 -0.031 9.794
Cl 1.160 -0.019 8.995
Cl -0.409 0.947 11.263
H -1.163 0.373 9.111
H -0.674 -1.052 10.054
C -10.284 -4.443 -1.561
Cl -9.280 -5.878 -1.446
Cl -11.615 -4.657 -2.708
H -10.697 -4.226 -0.582
H -9.656 -3.624 -1.893
C 7.248 4.082 2.328
Cl 8.096 2.536 2.445
Cl 5.948 4.044 1.132
H 6.819 4.318 3.295
H 7.960 4.847 2.040
C -8.744 -6.762 -4.908
Cl -7.357 -5.688 -5.131
Cl -8.493 -8.321 -5.707
H -8.887 -6.930 -3.848
H -9.624 -6.290 -5.330
C -0.579 -4.371 9.137
Cl -1.892 -3.337 9.718
Cl 0.946 -4.005 9.951
H -0.839 -5.405 9.330
H -0.454 -4.209 8.072
C -6.065 -5.464 1.105
Cl -7.356 -4.300 0.807
Cl -6.496 -7.084 0.532
H -5.175 -5.135 0.584
H -5.879 -5.507 2.165
C -1.349 1.045 -11.817
Cl -0.845 1.108 -13.511
Cl -2.299 -0.406 -11.476
H -0.465 1.040 -11.189
H -1.953 1.917 -11.600
```

Output
HOMO level = -7.21 eV
LUMO energy = -0.056 eV

These are the Mulliken partial charges, in e, on atoms 1 to 4:
1 C -0.90
2 C -1.17
3 C -0.74
4 C 0.50



[3]
C32H27NO6P | ωB97M-V with the def2-TZVPD basis set

Geometry as XYZ:
```
67
C32H27NO6P (ωB97M-V with the def2-TZVPD basis set)
C 0.976 0.156 2.758
C 0.902 1.628 2.470
O 1.881 2.331 2.418
O -0.339 2.208 2.182
C -1.342 1.976 3.134
C -2.671 2.217 2.389
P -3.558 0.701 1.988
N -5.064 0.775 2.640
H 1.398 0.015 3.734
H 0.000 -0.294 2.706
H 1.612 -0.263 2.003
H -1.298 2.711 3.923
H -1.288 0.994 3.584
H -2.432 2.705 1.454
H -3.320 2.859 2.965
H -2.813 -0.400 2.424
H -3.698 0.629 0.604
H -5.608 -0.072 2.544
H -5.075 1.120 3.590
C -3.331 4.880 -6.949
C -3.093 3.510 -6.936
C -2.539 2.911 -5.819
C -2.210 3.682 -4.712
C -2.431 5.063 -4.733
C -3.001 5.655 -5.851
C -2.050 5.918 -3.574
O -2.250 7.112 -3.582
C -1.409 5.262 -2.396
C -0.999 6.043 -1.323
C -0.417 5.448 -0.217
C -0.242 4.066 -0.177
C -0.644 3.287 -1.248
C -1.225 3.879 -2.362
C -1.631 3.021 -3.512
O -1.492 1.815 -3.461
H -3.771 5.344 -7.821
H -3.342 2.909 -7.800
H -2.356 1.846 -5.803
H -3.180 6.720 -5.859
H -1.138 7.114 -1.359
H -0.095 6.058 0.617
H 0.210 3.602 0.683
H -0.506 2.214 -1.227
C -0.507 -6.235 1.119
C 0.079 -7.444 0.762
C 1.455 -7.584 0.791
C 2.253 -6.512 1.167
C 1.666 -5.291 1.506
C 0.284 -5.162 1.489
C 2.505 -4.116 1.872
O 1.995 -3.053 2.173
C 3.984 -4.273 1.852
C 4.788 -3.177 2.138
C 6.165 -3.310 2.136
C 6.747 -4.541 1.854
C 5.952 -5.636 1.563
C 4.571 -5.505 1.553
C 3.733 -6.688 1.208
O 4.237 -7.761 0.963
H -1.584 -6.132 1.104
H -0.540 -8.279 0.463
H 1.916 -8.522 0.520
H -0.167 -4.219 1.763
H 4.334 -2.223 2.361
H 6.789 -2.454 2.355
H 7.823 -4.644 1.859
H 6.400 -6.594 1.340
```

Output
HOMO level = -11.47 eV
Total charge = +1
LUMO energy = -3.629 eV

These are the Mulliken partial charges, in e, on atoms 1 to 4:
1 C -0.82
2 C 0.57
3 O -0.52
4 O -0.18



[4]
C3H13N2O3 | ωB97M-V with the def2-TZVPD basis set

Geometry as XYZ:
```
21
C3H13N2O3 (ωB97M-V with the def2-TZVPD basis set)
N -0.035 0.562 -0.232
C 0.560 -0.632 -0.899
C 1.947 -0.803 -0.279
C -0.282 -1.870 -0.547
N -0.513 -2.774 -1.513
O -0.750 -1.902 0.585
H -0.332 0.247 0.764
H -0.851 1.089 -0.683
H 0.667 1.267 0.053
H 0.618 -0.394 -2.068
H 2.152 -1.852 -0.052
H 1.912 -0.533 0.809
H 2.786 -0.233 -0.728
H -0.972 -3.578 -1.133
H -0.020 -2.822 -2.369
H 1.280 2.330 2.653
H 0.767 1.195 3.689
O 0.652 1.609 2.799
H -3.397 2.904 0.448
H -3.263 3.461 -0.915
O -2.925 2.728 -0.382
```

Output
HOMO level = -14.36 eV
Relative energy (zero: lowest compared OMol25 entry of this formula, charge and spin) = 23.83 kcal per mole
Total charge = +1
LUMO energy = -2.919 eV

These are the Mulliken partial charges, in e, on atoms 1 to 4:
1 N -0.41
2 C 0.35
3 C -1.28
4 C 0.31



Max |F| for every record listed, in sequence, given in eV/A: 1.37 2.51 2.08 2.88.
Orbital gap for every record listed, in sequence, given in eV: 7.7 7.2 7.8 11.4.